[1]
DFT (ωB97M-V/def2-TZVPD) results for a cluster of 2 separate species, C6H13NO in total at a distorted geometry.

Each line ends with the Löwdin charge.
Element x y z (Å)
C 0.793 -0.885 -0.715  -0.17
C 0.867 0.468 -0.117  -0.42
C -1.417 -0.802 0.508  -0.14
C -1.027 -1.239 1.893  -0.16
N 2.062 1.140 -0.689  0.05
C -0.502 1.085 -0.238  -0.23
C -0.936 1.441 -1.486  0.00
O 1.921 -1.609 -0.706  0.03
H 2.611 -1.015 -0.337  0.11
H 0.040 -1.281 -1.374  0.11
H 1.093 0.379 0.956  0.14
H 2.520 1.721 0.005  0.07
H 1.828 1.717 -1.490  0.07
H -2.324 -0.203 0.525  0.06
H -1.605 -1.610 -0.192  0.06
H -0.917 1.563 0.646  0.11
H -0.358 -2.102 1.876  0.07
H -1.900 -1.509 2.501  0.07
H -0.527 -0.426 2.441  0.06
H -1.843 2.014 -1.633  0.05
H -0.381 1.154 -2.373  0.05

=====

[2]
DFT (ωB97M-V/def2-TZVPD) results for the molecule C6H13NO at a distorted geometry.

Each line ends with the Löwdin charge.
Element x y z (Å)
C 0.731 -0.663 -0.161  -0.12
C 0.053 -0.237 1.137  -0.39
C -1.498 -0.058 0.954  -0.07
C 0.325 -1.390 2.105  -0.09
C 1.441 0.454 -0.879  -0.47
N 0.772 1.356 -1.698  0.02
C -0.482 1.152 -2.358  -0.11
O 2.597 0.746 -0.608  0.04
H -0.055 -1.152 -0.747  0.11
H 1.505 -1.421 -0.007  0.12
H 0.454 0.719 1.470  0.14
H -2.034 -0.916 0.540  0.08
H -1.874 0.035 1.979  0.07
H -1.794 0.874 0.484  0.06
H -0.008 -1.335 3.144  0.08
H 0.064 -2.347 1.651  0.09
H 1.404 -1.358 2.324  0.09
H 1.168 2.274 -1.725  0.13
H -1.230 1.841 -1.914  0.08
H -0.564 1.238 -3.445  0.08
H -0.976 0.188 -2.246  0.07

=====

[3]
DFT (ωB97M-V/def2-TZVPD) results for the molecule C6H13NO at a distorted geometry.

Each line ends with the Löwdin charge.
Element x y z (Å)
C 0.786 0.455 -0.229  -0.28
C 1.349 0.638 -1.626  -0.05
C -1.463 -0.108 -1.313  -0.06
C -0.654 0.819 2.393  -0.09
C -0.694 0.363 -0.110  -0.28
N 1.045 -2.110 -0.050  0.02
C -1.264 0.368 1.105  -0.11
O 1.319 -0.831 0.473  -0.22
H 1.184 1.204 0.459  0.14
H 0.828 -2.696 0.757  0.08
H 1.889 -2.495 -0.467  0.08
H -2.333 0.193 1.156  0.10
H 1.072 -0.199 -2.261  0.07
H 0.982 1.569 -2.056  0.09
H 2.434 0.706 -1.575  0.08
H -2.514 -0.239 -1.068  0.07
H -1.385 0.612 -2.128  0.08
H -1.068 -1.061 -1.663  0.07
H -0.800 1.892 2.536  0.08
H -1.124 0.299 3.226  0.07
H 0.413 0.621 2.443  0.06

=====

[4]
DFT (ωB97M-V/def2-TZVPD) results for the molecule C6H13NO2.

Each line ends with the Löwdin charge.
Element x y z (Å)
C 0.933 -1.744 0.080  -0.47
C 0.048 0.012 -1.396  -0.21
C -0.410 -2.452 -0.046  -0.02
C 0.715 2.170 0.639  -0.03
C -0.661 1.622 0.410  -0.40
N -1.625 2.134 1.268  0.08
C -0.950 0.677 -0.491  -0.08
O 1.144 -0.614 -0.740  -0.12
O 1.928 -2.678 -0.239  0.00
H 2.737 -2.193 -0.435  0.10
H 1.066 -1.411 1.132  0.15
H -1.449 3.069 1.601  0.08
H -2.582 1.982 0.985  0.09
H 0.541 0.752 -2.039  0.13
H -0.469 -0.704 -2.044  0.11
H -1.976 0.351 -0.593  0.10
H -1.219 -1.796 0.258  0.07
H -0.381 -3.319 0.608  0.09
H -0.560 -2.794 -1.067  0.09
H 0.766 3.202 0.298  0.08
H 0.946 2.150 1.703  0.09
H 1.455 1.585 0.107  0.07

=====

Number 1: molecular weight 115.18 g/mol, E_tot -366.219455 Ha. Number 2: molecular weight 115.18 g/mol, E_tot -366.396929 Ha. Number 3: molecular weight 115.18 g/mol, E_tot -366.311188 Ha. Number 4: molecular weight 131.18 g/mol, E_tot -441.622966 Ha.